# C13H10

One molecule with the formula C13H10 (ωB97M-V with the def2-TZVPD basis set, the OMol25 dataset).

Structure (XYZ):
```
23
C13H10 ωB97M-V with the def2-TZVPD basis set
C 1.246 -1.598 2.709
C 1.549 -0.295 2.829
C 0.964 0.607 1.959
C 0.404 0.153 0.763
C 0.088 -1.125 0.651
C 0.464 -2.035 1.681
C -0.712 -1.504 -0.533
C -0.691 -0.191 -1.225
C -1.595 0.264 -2.154
C -1.328 1.490 -2.729
C -0.332 2.332 -2.168
C 0.331 1.913 -1.089
C 0.029 0.759 -0.487
H 1.606 -2.402 3.356
H 2.137 0.240 3.627
H 0.953 1.684 2.125
H 0.219 -2.974 1.271
H -0.251 -2.366 -1.134
H -1.803 -1.923 -0.364
H -2.332 -0.571 -2.421
H -1.837 1.749 -3.631
H -0.040 3.221 -2.679
H 0.932 2.572 -0.359
```

SMILES string: c1ccc2c(c1)Cc1ccccc1-2
HOMO-LUMO gap, eV: 9.03
HOMO, eV: -8.2
Net charge: 0

Here are the Mulliken charges for atoms 1 to 2, given in e: atom 1 (C): -0.579, atom 2 (C): -0.532

---

# C5H8O3

A 2-piece molecular cluster, C5H8O3 overall (ωB97M-V with the def2-TZVPD basis set, the OMol25 dataset).

Structure (XYZ):
```
16
C5H8O3 ωB97M-V with the def2-TZVPD basis set
C -0.601 1.827 0.871
C 0.267 0.626 0.608
C 1.106 0.686 -0.556
O 1.375 1.636 -1.253
C 0.088 -0.529 1.307
O 0.958 -1.541 1.425
H -1.006 1.807 1.886
H -0.011 2.740 0.736
H -1.434 1.858 0.160
H 1.394 -0.367 -0.921
H -0.688 -0.596 2.058
H 1.657 -1.476 0.760
C -0.702 -1.629 -1.756
O -1.208 -1.546 -0.664
H -1.015 -0.955 -2.574
H -0.179 -2.541 -2.087
```

SMILES string: C/C(C=O)=C/O.C=O
HOMO-LUMO gap, eV: 9.00
HOMO, eV: -9.0
Net charge: 0

Here are the Mulliken charges for atoms 1 to 2, given in e: atom 1 (C): -1.348, atom 2 (C): 1.156

---

# C15H32NO2P2Ti

C15H32NO2P2Ti as an isolated structure (ωB97M-V with the def2-TZVPD basis set, the OMol25 dataset).

Structure (XYZ):
```
53
C15H32NO2P2Ti ωB97M-V with the def2-TZVPD basis set
Ti 0.091 0.053 0.100
P 1.177 -0.433 -2.126
C 1.147 1.285 -2.626
C 0.178 2.176 -2.113
N -0.459 1.860 -0.921
C -1.323 2.743 -0.376
C -1.673 3.924 -1.015
C -1.041 4.261 -2.207
C -0.113 3.401 -2.749
C -1.904 2.446 0.984
P -0.880 1.281 1.980
H 0.405 3.622 -3.679
H -2.379 4.596 -0.531
H -1.276 5.195 -2.702
H -1.957 3.356 1.602
H -2.932 2.050 0.905
H 2.704 2.289 -2.011
H 1.676 1.591 -3.539
H 2.793 1.527 -0.113
O 3.494 2.177 -1.412
H 3.942 3.046 -1.384
H 0.844 -1.068 1.011
O 2.230 1.127 0.629
H 2.841 1.065 1.414
C 0.342 2.368 2.762
H -0.153 3.134 3.370
H 0.950 1.723 3.416
H 0.996 2.845 2.017
C -1.960 0.735 3.310
H -1.355 0.052 3.922
H -2.292 1.577 3.930
H -2.834 0.208 2.911
C 0.489 -1.395 -3.522
H 1.146 -1.308 -4.400
H 0.440 -2.457 -3.241
H -0.516 -1.039 -3.792
C 2.941 -0.904 -2.132
H 3.001 -1.976 -1.902
H 3.417 -0.741 -3.108
H 3.501 -0.332 -1.382
C -0.443 -3.334 -0.287
C -1.661 -2.569 0.257
C -1.705 -2.652 1.796
C -1.733 -1.112 -0.257
H 0.502 -2.864 0.038
H -0.443 -3.388 -1.386
H -0.472 -4.365 0.097
H -2.558 -3.115 -0.104
H -0.805 -2.211 2.257
H -2.590 -2.142 2.204
H -1.765 -3.710 2.091
H -1.850 -1.112 -1.357
H -2.602 -0.605 0.201
```

2S+1: 2
HOMO-LUMO gap (alpha / beta), eV: 7.87 / 6.62
HOMO (alpha / beta), eV: -15.2 / -15.4
Net charge: +2

Here are the Mulliken charges for atoms 1 to 2, given in e: atom 1 (Ti): -0.950, atom 2 (P): 1.235

---

# CH6NO

A 2-piece molecular cluster, CH6NO overall (ωB97M-V with the def2-TZVPD basis set, the OMol25 dataset).

Structure (XYZ):
```
9
CH6NO ωB97M-V with the def2-TZVPD basis set
O -1.565 -0.663 -0.145
H -0.156 -0.379 -0.152
H -2.149 -0.959 -0.867
H -1.891 -1.440 0.466
C 1.077 0.906 0.532
N 0.792 0.091 -0.466
H 0.332 1.462 1.037
H 2.077 1.318 0.645
H 1.482 -0.336 -1.050
```

2S+1: 2
HOMO-LUMO gap (alpha / beta), eV: 5.38 / 10.26
HOMO (alpha / beta), eV: -5.1 / -9.9
Net charge: 0

Here are the Mulliken charges for atoms 1 to 2, given in e: atom 1 (O): -0.672, atom 2 (H): 0.365

---

# C22H40Cl12O6

A 10-piece molecular cluster, C22H40Cl12O6 overall (ωB97M-V with the def2-TZVPD basis set, the OMol25 dataset).

Structure (XYZ):
```
80
C22H40Cl12O6 ωB97M-V with the def2-TZVPD basis set
Cl 1.939 -3.790 0.226
C 1.331 -3.460 -1.376
Cl 1.021 -4.984 -2.256
Cl 2.540 -2.619 -2.396
H 0.435 -2.840 -1.393
Cl -4.634 0.565 2.382
C -3.603 1.669 3.289
Cl -2.693 2.800 2.215
Cl -2.406 0.755 4.202
H -4.248 2.218 3.976
Cl -3.604 -5.027 2.597
C -3.059 -3.558 1.729
Cl -4.129 -3.154 0.394
Cl -1.406 -3.819 1.043
H -2.993 -2.702 2.401
Cl 0.317 3.811 3.753
C 2.093 4.070 3.594
Cl 2.422 5.818 3.559
Cl 2.827 3.272 2.198
H 2.596 3.621 4.450
C -5.792 0.007 -1.991
C -5.418 1.457 -1.791
C -5.260 1.988 -0.367
O -5.158 2.116 -2.780
H -5.570 -0.345 -2.999
H -6.869 -0.156 -1.966
H -5.274 -0.650 -1.291
H -5.699 2.986 -0.363
H -4.209 2.124 -0.111
H -5.790 1.323 0.315
C -2.949 -2.694 -3.641
C -1.516 -2.256 -4.041
C -1.122 -0.818 -3.788
O -0.700 -3.106 -4.373
H -3.685 -2.113 -4.198
H -3.160 -2.702 -2.572
H -2.999 -3.728 -3.981
H -0.978 -0.606 -2.729
H -1.838 -0.076 -4.139
H -0.140 -0.695 -4.247
C 1.669 1.913 -2.890
C 2.067 3.370 -2.878
C 1.607 4.261 -4.072
O 2.748 3.801 -1.941
H 2.383 1.342 -3.484
H 0.659 1.904 -3.298
H 1.661 1.510 -1.878
H 1.739 5.322 -3.859
H 0.581 4.020 -4.349
H 2.198 4.051 -4.964
C 3.707 -1.884 5.090
C 2.425 -1.464 4.374
C 1.468 -2.533 3.995
O 2.172 -0.286 4.128
H 4.186 -0.989 5.488
H 4.315 -2.435 4.373
H 3.473 -2.465 5.982
H 2.062 -3.438 3.865
H 0.965 -2.262 3.067
H 0.709 -2.573 4.777
C 6.399 0.412 -0.581
C 5.013 0.227 -1.041
C 4.012 -0.136 -0.014
O 4.723 0.259 -2.219
H 6.633 1.366 -0.108
H 7.086 0.430 -1.428
H 6.720 -0.416 0.050
H 3.140 0.480 -0.232
H 4.377 0.069 0.993
H 3.839 -1.211 -0.068
C -1.729 -0.290 0.878
C -0.306 0.011 0.457
C 0.528 0.873 1.344
O 0.163 -0.325 -0.607
H -2.258 0.662 0.841
H -1.727 -0.683 1.895
H -2.232 -0.922 0.146
H 0.358 0.594 2.384
H 0.264 1.916 1.169
H 1.584 0.812 1.081
```

SMILES string: ClC(Cl)Cl.ClC(Cl)Cl.ClC(Cl)Cl.ClC(Cl)Cl.CC(C)=O.CC(C)=O.CC(C)=O.CC(C)=O.CC(C)=O.CC(C)=O
HOMO-LUMO gap, eV: 9.23
HOMO, eV: -9.2
Net charge: 0

Here are the Mulliken charges for atoms 1 to 2, given in e: atom 1 (Cl): -0.116, atom 2 (C): 0.505

---

# C3H3N3O

One molecule with the formula C3H3N3O (ωB97M-V with the def2-TZVPD basis set, the OMol25 dataset).

Structure (XYZ):
```
10
C3H3N3O ωB97M-V with the def2-TZVPD basis set
C 0.632 -1.058 -0.452
N -0.265 -0.801 -1.347
N -0.853 0.410 -1.313
C -1.218 0.952 -0.236
O -1.057 0.502 1.074
N 0.322 0.543 1.409
C 1.033 -0.221 0.680
H 1.110 -2.002 -0.449
H -1.779 1.928 -0.329
H 2.076 -0.254 0.962
```

SMILES string: C1=NN=CON=C1
HOMO-LUMO gap, eV: 9.67
HOMO, eV: -10.2
Net charge: 0

Here are the Mulliken charges for atoms 1 to 2, given in e: atom 1 (C): -0.039, atom 2 (N): -0.327

---

# C29H44FO10P

A 6-piece molecular cluster, C29H44FO10P overall (ωB97M-V with the def2-TZVPD basis set, the OMol25 dataset).

Structure (XYZ):
```
85
C29H44FO10P ωB97M-V with the def2-TZVPD basis set
F -1.651 3.321 -0.508
C -0.779 2.420 0.085
C -1.561 1.459 0.959
C -2.008 2.062 2.294
P -0.520 2.314 3.445
C 1.067 2.497 4.504
C 1.148 1.810 5.681
C 2.291 1.899 6.428
C 3.313 2.670 5.967
C 3.231 3.362 4.805
C 2.083 3.272 4.052
H -0.242 1.862 -0.685
H -0.018 2.971 0.635
H -2.411 1.059 0.408
H -0.899 0.599 1.120
H -2.555 2.991 2.129
H -2.645 1.324 2.786
H -0.107 0.971 3.146
H -0.107 3.490 2.741
H -1.343 2.488 4.589
H 0.308 1.193 5.981
H 2.350 1.329 7.345
H 4.231 2.729 6.542
H 4.054 3.961 4.444
H 1.987 3.810 3.116
O -4.911 -1.195 1.227
C -4.818 -1.440 0.057
C -5.095 -0.484 -1.088
C -5.201 -1.428 -2.282
C -4.292 -2.569 -1.865
O -4.398 -2.632 -0.424
H -4.250 0.200 -1.184
H -6.014 0.070 -0.918
H -4.911 -0.983 -3.230
H -6.229 -1.783 -2.377
H -3.254 -2.384 -2.129
H -4.595 -3.524 -2.289
O -1.581 -3.353 -3.371
C -1.113 -4.156 -2.610
C 0.307 -4.202 -2.081
C 0.394 -5.610 -1.512
C -1.047 -5.884 -1.113
O -1.843 -5.152 -2.068
H 0.421 -3.443 -1.306
H 1.024 -4.036 -2.879
H 1.094 -5.709 -0.687
H 0.698 -6.305 -2.297
H -1.281 -5.512 -0.114
H -1.306 -6.938 -1.164
O 3.692 7.552 4.020
C 2.823 7.329 4.811
C 2.678 7.914 6.203
C 1.658 6.978 6.845
C 0.849 6.518 5.642
O 1.778 6.508 4.546
H 2.304 8.935 6.116
H 3.632 7.908 6.723
H 1.049 7.444 7.618
H 2.172 6.125 7.291
H 0.035 7.205 5.399
H 0.441 5.517 5.771
O 3.125 -4.154 -0.779
C 3.915 -4.237 -1.674
C 4.215 -3.190 -2.731
C 4.972 -3.996 -3.783
C 5.628 -5.079 -2.939
O 4.715 -5.315 -1.853
H 4.834 -2.412 -2.284
H 3.295 -2.760 -3.118
H 5.686 -3.412 -4.362
H 4.264 -4.448 -4.480
H 6.585 -4.759 -2.521
H 5.777 -6.006 -3.487
O -4.428 -0.528 -5.519
C -3.501 -0.946 -6.149
C -2.029 -0.748 -5.848
C -1.369 -1.148 -7.164
C -2.361 -2.161 -7.717
O -3.647 -1.726 -7.248
H -1.749 -1.414 -5.029
H -1.827 0.285 -5.578
H -0.363 -1.549 -7.054
H -1.314 -0.283 -7.827
H -2.179 -3.169 -7.339
H -2.370 -2.189 -8.805
```

SMILES string: FCCC[PH3]c1ccccc1.O=C1CCCO1.O=C1CCCO1.O=C1CCCO1.O=C1CCCO1.O=C1CCCO1
HOMO-LUMO gap, eV: 8.39
HOMO, eV: -8.2
Net charge: 0

Here are the Mulliken charges for atoms 1 to 2, given in e: atom 1 (F): -0.317, atom 2 (C): -0.250

---

# C3H4ClNS

A 2-piece molecular cluster, C3H4ClNS overall (ωB97M-V with the def2-TZVPD basis set, the OMol25 dataset).

Structure (XYZ):
```
10
C3H4ClNS ωB97M-V with the def2-TZVPD basis set
C 1.497 0.110 0.131
C 0.138 -0.118 0.237
C -0.905 0.773 0.497
N 0.099 -1.531 0.222
S 1.801 -1.576 -0.160
Cl -1.648 0.933 -1.827
H 2.064 0.950 -0.075
H -0.674 1.915 0.514
H -1.861 0.604 0.851
H -0.511 -2.059 -0.390
```

HOMO-LUMO gap (alpha / beta), eV: 7.26 / 7.26
HOMO (alpha / beta), eV: -8.7 / -8.7
Net charge: 0

Here are the Mulliken charges for atoms 1 to 2, given in e: atom 1 (C): -0.342, atom 2 (C): 0.507

---

| no. | maximum force (Eh/bohr) | E (eV) |
| --- | --- | --- |
| 1 | 0.110 | -13641.368 |
| 2 | 0.040 | -11454.819 |
| 3 | 0.045 | -63336.364 |
| 4 | 0.111 | -4668.977 |
| 5 | 0.041 | -186015.507 |
| 6 | 0.041 | -9673.131 |
| 7 | 0.046 | -63266.735 |
| 8 | 0.096 | -28020.379 |